#A
Below is a gas-phase ion, C2H4NO3 (charge -1), with properties calculated with wB97M-V/def2-TZVPD.

Positions of all 10 atoms, in Å:
1 N 1.155 0.481 -0.717
2 C -0.107 0.172 -1.308
3 O -0.216 0.279 -2.502
4 O -1.003 -0.256 -0.475
5 C -0.728 -0.330 1.227
6 O 0.463 0.004 1.644
7 H 1.030 0.337 0.348
8 H 2.024 0.329 -1.234
9 H -1.050 -1.417 1.500
10 H -1.569 0.400 1.517

Results
orbital gap	8.65	eV
net charge	-1
HOMO	-4.26	eV
lowest unoccupied orbital energy	4.39	eV

#B
Below is 2 unconnected molecules or ions with the total composition C2H4NO3, with properties calculated with wB97M-V/def2-TZVPD.

Positions of all 10 atoms, in Å:
1 C 1.520 0.019 1.547
2 N 0.338 -0.198 0.969
3 O 2.553 -0.641 1.431
4 H 1.605 0.755 2.373
5 H 0.043 -0.247 -0.085
6 H -0.300 0.355 1.529
7 O -0.261 -0.039 -1.542
8 C -1.465 -0.009 -1.936
9 O -2.454 -0.477 -1.364
10 H -1.579 0.482 -2.922

Results
orbital gap	9.08	eV
net charge	-1
HOMO	-5.02	eV
lowest unoccupied orbital energy	4.06	eV

It turns out #B is the most stable, with the second structure 22.8 kcal/mol higher.

#A
Below is a molecular structure, C4H2, with properties calculated with wB97M-V/def2-TZVPD.

Positions of all 6 atoms, in Å:
1 C 0.334 0.331 0.086
2 C -0.629 0.676 -0.679
3 C 1.209 -0.336 0.774
4 C 1.915 -1.231 1.332
5 H -1.142 1.663 -0.839
6 H -0.663 -0.737 -0.840

Results
orbital gap	8.46	eV
HOMO	-9.61	eV
lowest unoccupied orbital energy	-1.15	eV

#B
Below is a single C4H2 molecule, with properties calculated with wB97M-V/def2-TZVPD.

Positions of all 6 atoms, in Å:
1 C 1.905 -0.020 -0.038
2 C 0.724 -0.187 0.018
3 C -0.715 -0.166 -0.043
4 C -1.927 0.027 -0.033
5 H 2.997 0.280 0.014
6 H -2.983 0.066 0.082

Results
orbital gap	11.00	eV
HOMO	-9.93	eV
lowest unoccupied orbital energy	1.07	eV

It turns out #B is the most stable, with the second structure 80.3 kcal/mol higher.

#A
Below is 3 unconnected molecules or ions with the total composition C4H16NO2, with properties calculated with wB97M-V/def2-TZVPD.

Positions of all 23 atoms, in Å:
1 C -0.213 -2.485 0.709
2 C -0.367 -1.039 0.296
3 N 0.619 -0.729 -0.862
4 C 0.086 -0.101 -2.111
5 C -1.798 -0.617 0.014
6 H 0.694 -2.661 1.246
7 H -0.079 -3.070 -0.198
8 H -1.059 -2.845 1.284
9 H 0.051 -0.305 0.977
10 H 1.384 -0.107 -0.556
11 H 1.152 -1.552 -1.148
12 H -0.804 -0.627 -2.369
13 H -0.151 0.925 -1.849
14 H 0.867 0.053 -2.850
15 H -2.156 -0.690 -1.006
16 H -2.156 0.353 0.371
17 H -2.467 -1.262 0.595
18 H -0.721 3.613 1.147
19 H -1.194 2.147 1.389
20 O -0.432 2.695 1.185
21 H 2.606 1.746 1.100
22 H 1.228 2.127 0.372
23 O 1.903 1.447 0.523

Results
orbital gap	12.48	eV
net charge	+1
HOMO	-15.25	eV
lowest unoccupied orbital energy	-2.77	eV

#B
Below is 3 unconnected molecules or ions with the total composition C4H16NO2, with properties calculated with wB97M-V/def2-TZVPD.

Positions of all 23 atoms, in Å:
1 C 0.468 0.671 0.609
2 C -0.516 0.809 -0.644
3 C -1.189 2.171 -0.573
4 C 0.438 0.455 -1.919
5 N 0.577 -0.813 1.014
6 H 1.453 1.091 0.353
7 H 0.139 1.374 1.356
8 H -1.197 0.015 -0.501
9 H -2.084 2.080 -0.203
10 H -0.445 2.900 -0.223
11 H -1.317 2.529 -1.641
12 H -0.234 -0.054 -2.709
13 H 1.154 -0.301 -1.711
14 H 0.675 1.436 -2.467
15 H -0.390 -1.234 1.488
16 H 0.770 -1.226 0.164
17 H 1.243 -0.862 1.745
18 H 2.692 -2.363 0.726
19 H 3.776 -1.179 0.652
20 O 2.855 -1.376 0.762
21 H -3.205 -2.439 1.886
22 H -3.110 -1.582 0.668
23 O -2.551 -2.100 1.165

Results
orbital gap	11.73	eV
net charge	+1
HOMO	-14.80	eV
lowest unoccupied orbital energy	-3.07	eV

It turns out #A is the most stable, with the second structure 37.4 kcal/mol higher.

#A
Below is a molecular structure, C52H50FMnNO5P2S3, with properties calculated with wB97M-V/def2-TZVPD.

Positions of all 115 atoms, in Å:
1 Mn -0.468 -0.357 -0.228
2 O 1.486 2.741 1.397
3 C 0.584 2.293 0.706
4 O 0.572 1.094 0.228
5 C -0.599 3.189 0.405
6 C -0.321 4.554 0.328
7 C -1.334 5.475 0.144
8 C -2.653 5.042 0.065
9 C -2.941 3.694 0.148
10 C -1.922 2.748 0.301
11 P -2.404 0.990 0.469
12 C -3.533 1.147 1.906
13 C -2.987 1.751 3.043
14 C -3.717 1.841 4.215
15 C -5.005 1.327 4.274
16 C -5.562 0.746 3.147
17 C -4.834 0.655 1.968
18 C -3.509 0.697 -0.960
19 C -4.261 -0.480 -0.979
20 C -5.065 -0.785 -2.067
21 C -5.097 0.062 -3.164
22 C -4.296 1.196 -3.184
23 C -3.507 1.514 -2.090
24 H 0.709 4.868 0.419
25 H -1.110 6.531 0.074
26 H -3.456 5.757 -0.053
27 H -3.972 3.362 0.091
28 H -1.984 2.155 3.003
29 H -3.277 2.311 5.086
30 H -5.578 1.384 5.191
31 H -6.573 0.358 3.181
32 H -5.298 0.213 1.099
33 H -4.203 -1.173 -0.147
34 H -5.650 -1.696 -2.063
35 H -5.740 -0.161 -4.007
36 H -4.287 1.837 -4.058
37 H -2.868 2.386 -2.121
38 C -1.373 -1.841 4.755
39 C -0.303 -0.762 4.860
40 S 0.006 0.134 3.290
41 C 1.750 -0.230 2.970
42 C 2.042 -1.666 2.588
43 S 1.384 -2.188 0.956
44 C 0.265 -3.544 1.460
45 C -0.972 -3.106 2.240
46 S -0.790 -3.407 4.035
47 H -2.233 -1.492 4.182
48 H -1.710 -2.117 5.756
49 H 0.643 -1.188 5.192
50 H -0.623 -0.009 5.583
51 H 2.321 0.043 3.860
52 H 2.020 0.451 2.164
53 H 1.647 -2.365 3.323
54 H 3.125 -1.792 2.522
55 H 0.860 -4.259 2.030
56 H -0.028 -4.003 0.517
57 H -1.844 -3.659 1.895
58 H -1.159 -2.045 2.110
59 C -4.529 -2.342 -6.294
60 C -3.166 -3.005 -6.088
61 C -2.344 -3.079 -7.370
62 C -2.016 -1.683 -7.886
63 C -1.511 -0.801 -6.772
64 C -0.819 0.361 -7.084
65 C -0.321 1.158 -6.069
66 F 0.340 2.280 -6.401
67 C -0.465 0.838 -4.744
68 C -1.148 -0.335 -4.408
69 C -1.266 -0.724 -3.024
70 O -0.783 0.044 -2.147
71 C -1.905 -1.967 -2.756
72 C -2.454 -2.675 -3.789
73 N -2.402 -2.280 -5.072
74 C -1.696 -1.141 -5.429
75 C -1.984 -2.587 -1.388
76 O -2.576 -3.645 -1.225
77 O -1.376 -1.944 -0.454
78 H -5.068 -2.839 -7.101
79 H -4.406 -1.290 -6.554
80 H -5.122 -2.407 -5.382
81 H -3.326 -4.017 -5.712
82 H -2.885 -3.651 -8.124
83 H -1.413 -3.607 -7.149
84 H -2.893 -1.230 -8.355
85 H -1.246 -1.751 -8.656
86 H -0.656 0.633 -8.119
87 H -0.056 1.459 -3.959
88 H -2.946 -3.617 -3.582
89 C 5.381 -0.020 -0.110
90 P 3.539 -0.009 -0.350
91 C 3.481 1.540 -1.343
92 C 3.200 1.645 -2.701
93 C 3.162 2.892 -3.314
94 C 3.411 4.041 -2.581
95 C 3.701 3.944 -1.227
96 C 3.730 2.704 -0.613
97 C 3.357 -1.334 -1.599
98 C 2.194 -1.374 -2.371
99 C 1.936 -2.441 -3.217
100 C 2.815 -3.513 -3.269
101 C 3.963 -3.496 -2.492
102 C 4.237 -2.411 -1.672
103 H 5.669 0.930 0.337
104 H 5.905 -0.134 -1.060
105 H 5.678 -0.821 0.569
106 H 3.014 0.760 -3.294
107 H 2.933 2.964 -4.371
108 H 3.378 5.010 -3.063
109 H 3.899 4.836 -0.646
110 H 3.911 2.632 0.450
111 H 1.493 -0.551 -2.311
112 H 1.040 -2.436 -3.828
113 H 2.602 -4.365 -3.902
114 H 4.647 -4.336 -2.518
115 H 5.144 -2.412 -1.080

Results
2S+1	6
orbital gap (spin up / spin down)	6.23 / 7.16	eV
HOMO (spin up / spin down)	-6.70 / -7.70	eV
lowest unoccupied orbital energy (spin up / spin down)	-0.48 / -0.54	eV
expectation value of S²	8.758

#B
Below is a molecular structure, C52H50FMnNO5P2S3, with properties calculated with wB97M-V/def2-TZVPD.

Positions of all 115 atoms, in Å:
1 Mn -0.038 -0.260 1.194
2 O 2.944 0.407 3.919
3 C 2.755 0.394 2.712
4 O 1.626 0.583 2.115
5 C 3.933 0.120 1.783
6 C 5.203 0.172 2.347
7 C 6.334 -0.059 1.583
8 C 6.203 -0.333 0.227
9 C 4.942 -0.395 -0.346
10 C 3.789 -0.191 0.422
11 P 2.121 -0.274 -0.366
12 C 2.236 1.365 -1.232
13 C 2.742 1.502 -2.526
14 C 2.922 2.758 -3.092
15 C 2.628 3.903 -2.362
16 C 2.146 3.781 -1.067
17 C 1.935 2.524 -0.509
18 C 2.291 -1.488 -1.733
19 C 3.063 -2.643 -1.605
20 C 3.005 -3.650 -2.563
21 C 2.158 -3.527 -3.655
22 C 1.367 -2.391 -3.783
23 C 1.433 -1.387 -2.830
24 H 5.269 0.398 3.404
25 H 7.318 -0.020 2.037
26 H 7.082 -0.492 -0.388
27 H 4.853 -0.595 -1.408
28 H 2.999 0.619 -3.101
29 H 3.310 2.842 -4.102
30 H 2.786 4.885 -2.799
31 H 1.926 4.672 -0.485
32 H 1.568 2.438 0.504
33 H 3.717 -2.762 -0.748
34 H 3.620 -4.535 -2.449
35 H 2.104 -4.317 -4.396
36 H 0.682 -2.299 -4.621
37 H 0.802 -0.511 -2.931
38 C -3.230 3.792 3.319
39 C -1.765 3.602 3.735
40 S -0.977 1.987 3.521
41 C -1.940 0.966 4.652
42 C -3.318 0.487 4.175
43 S -3.280 -0.239 2.517
44 C -4.678 0.547 1.663
45 C -4.998 2.012 1.946
46 S -3.662 3.204 1.656
47 H -3.458 4.857 3.345
48 H -3.895 3.306 4.027
49 H -1.675 3.872 4.790
50 H -1.117 4.274 3.171
51 H -2.047 1.487 5.606
52 H -1.284 0.112 4.815
53 H -4.027 1.307 4.148
54 H -3.701 -0.253 4.879
55 H -5.571 -0.043 1.869
56 H -4.425 0.413 0.609
57 H -5.385 2.158 2.953
58 H -5.798 2.298 1.264
59 C -1.833 0.303 -5.926
60 C -2.592 1.400 -5.183
61 C -2.252 2.754 -5.781
62 C -2.860 3.891 -4.976
63 C -2.356 3.819 -3.560
64 C -2.151 4.949 -2.809
65 C -1.716 4.841 -1.491
66 F -1.509 5.970 -0.788
67 C -1.498 3.639 -0.903
68 C -1.687 2.473 -1.649
69 C -1.499 1.181 -1.001
70 O -1.176 1.134 0.199
71 C -1.783 0.041 -1.794
72 C -2.158 0.209 -3.092
73 N -2.278 1.388 -3.721
74 C -2.096 2.558 -2.987
75 C -1.581 -1.393 -1.333
76 O -2.180 -2.269 -1.960
77 O -0.757 -1.538 -0.370
78 H -1.930 0.475 -7.001
79 H -2.210 -0.699 -5.720
80 H -0.769 0.339 -5.666
81 H -3.666 1.227 -5.292
82 H -2.608 2.767 -6.811
83 H -1.162 2.868 -5.802
84 H -3.952 3.811 -4.988
85 H -2.603 4.856 -5.413
86 H -2.344 5.929 -3.231
87 H -1.192 3.554 0.133
88 H -2.362 -0.685 -3.665
89 C -1.064 -2.663 4.148
90 P -0.113 -2.365 2.610
91 C 1.587 -2.778 3.117
92 C 2.565 -2.898 2.126
93 C 3.891 -3.115 2.459
94 C 4.267 -3.182 3.794
95 C 3.311 -3.029 4.786
96 C 1.979 -2.829 4.451
97 C -0.688 -3.814 1.643
98 C 0.123 -4.832 1.160
99 C -0.417 -5.850 0.380
100 C -1.768 -5.864 0.080
101 C -2.589 -4.854 0.568
102 C -2.052 -3.837 1.339
103 H -0.754 -1.975 4.937
104 H -0.909 -3.690 4.477
105 H -2.122 -2.504 3.946
106 H 2.283 -2.792 1.085
107 H 4.640 -3.206 1.679
108 H 5.309 -3.327 4.058
109 H 3.603 -3.047 5.830
110 H 1.250 -2.706 5.244
111 H 1.177 -4.857 1.389
112 H 0.231 -6.635 0.004
113 H -2.183 -6.653 -0.537
114 H -3.646 -4.844 0.325
115 H -2.694 -3.028 1.672

Results
2S+1	6
orbital gap (spin up / spin down)	7.52 / 7.85	eV
HOMO (spin up / spin down)	-7.44 / -7.82	eV
lowest unoccupied orbital energy (spin up / spin down)	0.08 / 0.03	eV
expectation value of S²	8.756

It turns out #A is the most stable, with the second structure 4.4 kcal/mol higher.